ORCA calculation (wB97M-V/def2-TZVPD) on C5H9NO in the gas phase.

Last column: Löwdin charge in e.
Element x y z (Å)
N -2.55 0.33 0.49  0.195
C -1.48 0.05 -0.09  -0.428
C -0.44 1.04 -0.52  -0.131
C 0.95 0.87 0.14  -0.234
C 1.74 -0.40 -0.22  -0.105
C -0.56 -2.07 0.43  0.061
O -1.15 -1.29 -0.45  -0.116
H -3.11 -0.51 0.65  0.078
H -0.34 0.98 -1.61  0.129
H -0.84 2.03 -0.28  0.120
H 0.84 0.96 1.23  0.112
H 1.55 1.73 -0.18  0.107
H 1.88 -0.48 -1.30  0.087
H 2.72 -0.37 0.26  0.080
H -0.45 -1.46 1.37  0.033
H 1.28 -1.34 0.09  0.013

Summary:
Energy above the lowest of the compared OMol25 structures with the same formula, charge and spin   4.261 eV
Multiplicity   1
E_tot   -8864.9520 eV
HOMO-LUMO gap   9.393 eV

***

ORCA calculation (wB97M-V/def2-TZVPD) on a molecular structure, C4H3LiLuO at a distorted geometry.

Last column: Löwdin charge in e.
Element x y z (Å)
C -0.78 -1.26 -0.20  -0.241
C 0.11 -1.33 -1.13  0.047
H 0.63 -1.89 -1.90  0.156
Lu -2.78 -1.15 1.16  2.272
O 0.90 1.57 1.31  0.004
C 1.03 0.65 0.52  -0.236
C 0.11 0.14 -0.45  -0.195
Li -0.71 2.61 1.31  0.868
H -0.31 0.89 -1.13  0.132
H 1.79 -0.23 0.52  0.193

Summary:
Charge   +3
Energy above the lowest of the compared OMol25 structures with the same formula, charge and spin   0.000 eV
Multiplicity   1
E_tot   -40030.5587 eV
HOMO-LUMO gap (spin up / spin down)   5.052 / 5.053 eV

***

ORCA calculation (wB97M-V/def2-TZVPD) on a molecular structure, C4H4MnO2 at a distorted geometry.

Last column: Löwdin charge in e.
Element x y z (Å)
H -1.28 -1.73 0.66  0.169
O -2.53 1.58 -0.41  0.097
C -1.28 1.04 -0.34  -0.136
C -1.08 -0.27 -0.35  -0.013
C -0.45 -1.42 -0.13  -0.035
H -2.47 2.52 -0.59  0.130
H -0.44 1.74 -0.26  0.142
H -0.27 -2.13 -0.94  0.096
C 2.06 -1.06 0.40  0.221
O 3.03 -0.63 0.83  -0.086
Mn 4.72 0.37 1.13  1.415

Summary:
Charge   +2
Energy above the lowest of the compared OMol25 structures with the same formula, charge and spin   2.364 eV
Multiplicity   6
E_tot   -39601.3137 eV
HOMO-LUMO gap (spin up / spin down)   2.355 / 2.426 eV
⟨S²⟩   8.781